Entry 1:
Density functional theory data (ωB97M-V with the def2-TZVPD basis set) for a 3-piece molecular cluster, C2H11N2O2 overall.

```
17
Properties=species:S:1:pos:R:3:lowdin_charge:R:1
C 1.555 -1.417 -1.848 0.00
N -0.812 0.074 0.551 0.18
C -0.360 -0.151 -0.672 -0.14
N 0.314 -1.239 -1.023 0.02
H 1.240 -1.720 -2.828 0.09
H 2.278 -2.116 -1.435 0.11
H 2.023 -0.507 -2.009 0.07
H -0.594 -0.392 1.453 0.17
H -1.342 0.949 0.653 0.12
H -0.281 0.792 -1.173 0.16
H -0.049 -2.070 -0.434 0.20
H 3.341 1.395 3.223 0.06
H 2.272 2.059 2.229 0.06
O 2.622 1.183 2.579 -0.12
H -4.521 0.638 -0.262 0.09
H -3.930 1.733 0.617 0.06
O -3.756 0.788 0.378 -0.11
```

- charge = +1
- relative energy (zero: lowest compared OMol25 entry of this formula, charge and spin) (eV) = 1.801
- LUMO (Eh) = -0.1425

=====

Entry 2:
Density functional theory data (ωB97M-V with the def2-TZVPD basis set) for a 3-piece molecular cluster, C2H11N2O2 overall.

```
17
Properties=species:S:1:pos:R:3:lowdin_charge:R:1
C -2.240 0.705 0.902 -0.05
N -0.767 0.652 0.590 0.01
C -0.158 1.826 0.502 -0.16
N 0.847 2.058 -0.350 0.15
H -2.426 1.413 1.654 0.04
H -2.919 1.162 0.084 0.12
H -2.766 -0.310 1.355 0.16
H -0.326 -0.041 -0.047 0.13
H -0.468 2.512 1.314 0.17
H 1.108 1.327 -1.180 0.19
H 1.368 2.951 -0.271 0.14
H 0.956 -3.516 0.469 0.05
H 0.121 -4.280 -0.551 0.08
O 0.599 -3.419 -0.431 -0.07
H 2.048 -0.345 -0.467 0.07
H 1.616 -1.633 -1.030 0.00
O 1.341 -0.756 -0.999 -0.04
```

- charge = +1
- relative energy (zero: lowest compared OMol25 entry of this formula, charge and spin) (eV) = 1.702
- LUMO (Eh) = -0.1347

=====

Entry 3:
Density functional theory data (ωB97M-V with the def2-TZVPD basis set) for a 3-piece molecular cluster, C2H11N2O2 overall.

```
17
Properties=species:S:1:pos:R:3:lowdin_charge:R:1
C 0.518 1.382 -0.668 -0.04
N 0.244 -1.987 0.604 0.19
C 0.709 -0.892 0.018 -0.14
N 0.560 0.351 0.387 0.04
H -0.535 1.527 -0.885 0.08
H 1.064 1.107 -1.550 0.09
H 0.864 2.330 -0.293 0.09
H -0.297 -1.884 1.454 0.11
H 0.774 -2.818 0.387 0.14
H 1.185 -1.014 -0.950 0.16
H 0.127 0.687 1.247 0.12
H -0.821 0.957 -3.564 0.06
H -1.935 0.084 -2.890 0.06
O -0.981 0.286 -2.877 -0.07
H -0.689 0.689 3.041 0.08
H -0.411 -0.601 3.709 0.08
O -0.378 -0.204 2.831 -0.05
```

- charge = +1
- relative energy (zero: lowest compared OMol25 entry of this formula, charge and spin) (eV) = 0.819
- LUMO (Eh) = -0.1089

=====

Result set for HOMO-LUMO gap: 10.5 11.3 11.6 eV, one per record in the order listed.
Result set for F_max: 3.14 3.71 1.21 eV Å⁻¹, one per record in the order listed.